A cluster of 8 separate species, C16H37ClFN9O17P in total, computed with ωB97M-V/def2-TZVPD.

Bonds (Å) are listed after each position.
Positions of all 82 atoms, in Å:
1 H -3.019 -2.600 1.610  C53 1.084
2 N -3.600 0.721 5.650  O15 1.215, C20 1.489, O47 1.208
3 C -3.600 8.776 -0.950  H10 1.086, H31 1.083, H42 1.086, N78 1.487
4 H 0.616 -2.727 -2.854  O23 0.970
5 P -1.006 -3.504 -1.690  O23 1.595, O59 1.444, O72 1.609, N80 1.710
6 H -2.845 -1.161 -1.034  C66 1.094
7 H -3.401 1.175 0.801  C21 1.094
8 H -4.375 -0.332 -3.214  C16 1.059
9 O -2.127 8.340 2.529  N35 1.210
10 H -4.274 8.810 -1.801  C3 1.086
11 C -3.285 2.376 -0.953  C21 1.534, H24 1.090, H62 1.089, C81 1.464
12 H 4.815 -8.884 -4.796  C51 1.083
13 H 4.610 -7.354 -3.889  C51 1.086
14 H -0.535 1.635 -0.061  C49 1.090
15 O -4.543 1.106 4.987  N2 1.215
16 C -4.195 0.556 -2.667  H8 1.059, C81 1.199
17 H -3.465 -2.792 -0.667  C66 1.086
18 H -0.159 -0.990 -1.085  C29 1.090
19 H -2.739 5.614 3.629  C73 1.087
20 C -3.186 -0.701 5.494  N2 1.489, H57 1.086, H67 1.085, H70 1.087
21 C -2.625 1.745 0.281  H7 1.094, C11 1.534, H48 1.089, C49 1.540
22 N 6.540 -8.149 -3.852  C51 1.488, O64 1.215, O82 1.208
23 O 0.529 -3.272 -2.057  H4 0.970, P5 1.595
24 H -2.533 2.972 -1.470  C11 1.090
25 H -2.558 0.021 2.171  N33 1.029
26 H -0.176 0.041 1.395  C54 1.087
27 H -1.465 0.696 -1.176  C49 1.088
28 C 8.515 -5.214 -1.711  N37 1.486, H43 1.086, H50 1.083, H71 1.085
29 C -0.426 -1.414 -0.117  H18 1.090, C54 1.551, H68 1.086, N80 1.494
30 O 6.468 -5.713 -0.755  N37 1.206
31 H -2.580 8.982 -1.250  C3 1.083
32 Cl -4.729 -1.087 1.277  C53 1.765
33 N -2.070 -0.731 1.665  H25 1.029, C53 1.498, C54 1.479, F58 1.394
34 H 4.785 -8.901 -3.007  C51 1.086
35 N -1.747 7.203 2.697  O9 1.210, O69 1.216, C73 1.486
36 C 4.497 -2.519 -2.344  N45 1.491, H46 1.085, H60 1.082, H63 1.083
37 N 7.031 -5.140 -1.655  C28 1.486, O30 1.206, O55 1.219
38 O 2.938 -0.860 -2.833  N45 1.219
39 H -3.739 6.558 2.489  C73 1.084
40 O -0.545 3.352 2.555  N65 1.212
41 H 1.798 3.444 3.651  C74 1.086
42 H -3.922 9.457 -0.168  C3 1.086
43 H 8.894 -4.198 -1.643  C28 1.086
44 H 2.544 3.968 2.109  C74 1.083
45 N 3.907 -1.163 -2.158  C36 1.491, O38 1.219, O77 1.209
46 H 4.443 -3.033 -1.389  C36 1.085
47 O -2.962 1.391 6.427  N2 1.208
48 H -2.358 2.565 0.946  C21 1.089
49 C -1.374 0.942 -0.120  H14 1.090, C21 1.540, H27 1.088, C54 1.540
50 H 8.858 -5.816 -0.878  C28 1.083
51 C 5.066 -8.340 -3.893  H12 1.083, H13 1.086, N22 1.488, H34 1.086
52 O -2.628 6.756 -0.353  N78 1.215
53 C -3.075 -1.666 1.064  H1 1.084, Cl32 1.765, N33 1.498, C66 1.520
54 C -1.000 -0.268 0.756  H26 1.087, C29 1.551, N33 1.479, C49 1.540
55 O 6.477 -4.494 -2.529  N37 1.219
56 H 1.375 5.037 2.948  C74 1.088
57 H -3.271 -1.180 6.465  C20 1.086
58 F -1.432 -1.464 2.665  N33 1.394
59 O -1.220 -4.892 -1.353  P5 1.444
60 H 5.524 -2.388 -2.657  C36 1.082
61 O -4.736 7.006 0.000  N78 1.211
62 H -4.095 3.042 -0.664  C11 1.089
63 H 3.925 -3.044 -3.099  C36 1.083
64 O 6.985 -7.550 -2.892  N22 1.215
65 N 0.529 3.387 1.995  O40 1.212, C74 1.487, O75 1.217
66 C -2.748 -2.030 -0.375  H6 1.094, H17 1.086, C53 1.520, N80 1.472
67 H -3.844 -1.174 4.772  C20 1.085
68 H 0.508 -1.764 0.313  C29 1.086
69 O -0.594 6.868 2.886  N35 1.216
70 H -2.155 -0.706 5.150  C20 1.087
71 H 8.780 -5.671 -2.658  C28 1.085
72 O -1.970 -3.152 -2.930  P5 1.609, H76 0.970
73 C -2.764 6.120 2.668  H19 1.087, N35 1.486, H39 1.084, H79 1.085
74 C 1.659 4.009 2.734  H41 1.086, H44 1.083, H56 1.088, N65 1.487
75 O 0.742 2.953 0.878  N65 1.217
76 H -1.930 -2.219 -3.190  O72 0.970
77 O 4.432 -0.442 -1.342  N45 1.209
78 N -3.659 7.400 -0.390  C3 1.487, O52 1.215, O61 1.211
79 H -2.489 5.447 1.863  C73 1.085
80 N -1.374 -2.552 -0.318  P5 1.710, C29 1.494, C66 1.472
81 C -3.840 1.374 -1.864  C11 1.464, C16 1.199
82 O 7.195 -8.595 -4.764  N22 1.208

## Properties
Electronic energy in a.u.: -3304.18727
LUMO energy in eV: -3.20
Net charge: +1
Gap between HOMO and LUMO in eV: 9.519

For each atom in turn, the Mulliken charge in e is: 0.452, 0.925, -0.753, 0.329, 0.530, 0.108, 0.368, 0.489, -0.547, 0.302, -1.110, 0.311, 0.254, 0.477, -0.526, 0.027, 0.739, 0.562, 0.334, -0.702, -0.518, 0.862, -0.376, 0.341, 0.559, 0.678, 0.661, -0.757, -1.266, -0.510, 0.313, -0.066, 0.427, 0.285, 0.994, -0.838, 0.904, -0.552, 0.347, -0.459, 0.298, 0.298, 0.312, 0.332, 0.914, 0.299, -0.523, 0.073, -1.014, 0.305, -0.700, -0.505, 0.044, -0.042, -0.535, 0.249, 0.337, -0.224, -0.711, 0.415, -0.533, 0.435, 0.294, -0.505, 0.891, -1.021, 0.276, 0.427, -0.584, 0.219, 0.297, -0.473, -0.721, -0.754, -0.588, 0.355, -0.526, 0.903, 0.155, 0.181, -0.429, -0.516